Below is a cluster of 17 separate species, C72H185N7O24 in total in a non-equilibrium geometry, with properties calculated with ωB97M-V/def2-TZVPD.

Each line ends with the Löwdin charge.
Positions of all 288 atoms, in Å:
1 C -4.715 -5.989 -1.196  -0.0557
2 C -3.725 -7.104 -1.439  -0.4662
3 C -4.538 -8.341 -1.855  -0.0504
4 O -2.797 -6.726 -2.468  -0.0570
5 H -5.479 -5.896 -2.002  0.1014
6 H -4.256 -5.037 -1.126  0.0451
7 H -5.157 -6.115 -0.239  0.0695
8 H -3.063 -7.341 -0.634  0.1236
9 H -3.876 -9.195 -1.774  0.0513
10 H -4.896 -8.245 -2.877  0.0853
11 H -5.381 -8.459 -1.157  0.0848
12 H -2.079 -7.342 -2.502  0.0317
13 C 6.207 -4.997 1.018  -0.0531
14 C 4.988 -4.920 1.932  -0.4821
15 C 5.017 -3.535 2.548  -0.0552
16 O 3.748 -5.168 1.340  -0.0793
17 H 6.241 -4.213 0.250  0.0791
18 H 6.271 -5.924 0.474  0.0603
19 H 7.128 -4.848 1.630  0.0943
20 H 5.083 -5.683 2.682  0.1367
21 H 4.275 -3.357 3.337  0.0765
22 H 4.842 -2.757 1.765  0.0790
23 H 5.988 -3.316 2.958  0.0678
24 H 3.624 -4.656 0.506  0.0701
25 C 3.070 -1.418 6.109  -0.0556
26 C 2.362 -0.519 7.115  -0.5119
27 C 2.790 -0.708 8.570  -0.0660
28 O 2.699 0.866 6.849  -0.0707
29 H 4.052 -0.991 5.917  0.0815
30 H 2.496 -1.287 5.196  0.0318
31 H 3.096 -2.441 6.506  0.0886
32 H 1.286 -0.732 7.073  0.1234
33 H 3.938 -0.518 8.611  0.1202
34 H 2.492 -1.720 8.835  0.0690
35 H 2.133 0.060 9.031  0.0866
36 H 1.943 1.329 6.468  0.0768
37 C 2.655 -1.771 -0.651  -0.0481
38 C 2.735 -2.781 -1.750  -0.4187
39 C 3.901 -2.497 -2.729  -0.0250
40 O 3.082 -4.052 -1.096  -0.1287
41 H 2.555 -0.804 -1.139  0.0570
42 H 3.560 -1.740 -0.020  0.0729
43 H 1.728 -1.974 0.039  0.1154
44 H 1.732 -2.904 -2.203  0.1302
45 H 4.808 -2.835 -2.135  0.0997
46 H 4.074 -1.503 -2.943  0.0205
47 H 3.921 -3.033 -3.693  0.0874
48 H 3.255 -4.755 -1.758  0.0435
49 C -2.126 5.982 -4.067  -0.0438
50 C -2.121 4.646 -3.338  -0.4781
51 C -2.225 3.469 -4.314  -0.0545
52 O -0.947 4.554 -2.549  -0.0918
53 H -1.377 6.061 -4.883  0.0838
54 H -1.900 6.790 -3.378  0.0584
55 H -3.108 6.078 -4.512  0.0782
56 H -3.033 4.501 -2.655  0.1539
57 H -3.177 3.443 -4.871  0.0863
58 H -2.233 2.497 -3.720  0.0831
59 H -1.432 3.507 -5.072  0.0776
60 H -0.848 5.286 -1.939  0.0349
61 C 1.840 5.886 3.667  -0.0407
62 C 1.267 4.737 2.909  -0.4857
63 C 0.008 4.054 3.490  -0.0143
64 O 0.895 5.144 1.627  -0.0681
65 H 1.010 6.653 3.835  0.0807
66 H 2.565 6.490 3.167  0.0548
67 H 2.167 5.654 4.726  0.1042
68 H 2.081 3.998 2.892  0.1239
69 H -0.210 3.111 3.063  0.0343
70 H -0.785 4.827 3.431  0.0779
71 H 0.187 3.793 4.513  0.0723
72 H 1.648 5.279 1.068  0.0204
73 C 2.952 3.865 -5.739  -0.0376
74 C 2.232 4.449 -4.549  -0.5340
75 C 1.701 5.784 -4.928  -0.0608
76 O 1.210 3.537 -4.184  -0.0605
77 H 2.148 3.558 -6.437  0.1009
78 H 3.539 3.040 -5.380  0.0569
79 H 3.480 4.667 -6.202  0.0703
80 H 3.025 4.555 -3.856  0.1116
81 H 2.569 6.433 -5.186  0.0987
82 H 1.129 6.268 -4.106  0.0662
83 H 1.053 5.779 -5.774  0.0719
84 H 0.615 3.901 -3.492  0.0582
85 C 1.189 0.478 3.285  -0.0347
86 C -0.043 -0.357 3.170  -0.4943
87 C -0.432 -0.910 4.493  -0.0551
88 O -1.175 0.414 2.749  -0.0787
89 H 1.058 1.298 3.947  0.0622
90 H 1.511 0.890 2.345  0.0509
91 H 2.026 -0.091 3.699  0.0757
92 H 0.109 -1.172 2.485  0.1316
93 H 0.252 -1.723 4.818  0.0873
94 H -1.385 -1.390 4.318  0.0576
95 H -0.507 -0.067 5.251  0.1119
96 H -1.087 0.740 1.839  0.0467
97 C -0.215 -7.812 1.843  -0.0867
98 C 0.676 -6.670 1.970  -0.5062
99 C 1.166 -6.444 3.407  -0.0437
100 O 1.786 -7.049 1.131  -0.0936
101 H 0.371 -8.719 2.165  0.1023
102 H -0.375 -8.077 0.745  0.0869
103 H -1.185 -7.762 2.362  0.0856
104 H 0.260 -5.702 1.536  0.1482
105 H 0.390 -6.219 4.114  0.0688
106 H 1.899 -5.674 3.444  0.0517
107 H 1.659 -7.361 3.772  0.0916
108 H 2.486 -6.382 1.265  0.0346
109 C -8.159 -2.752 -0.974  -0.0584
110 C -6.826 -2.015 -0.976  -0.5128
111 C -6.020 -2.114 -2.328  -0.0337
112 O -7.093 -0.668 -0.702  -0.0851
113 H -7.976 -3.836 -0.973  0.0693
114 H -8.558 -2.463 -1.971  0.0898
115 H -8.846 -2.516 -0.133  0.0710
116 H -6.128 -2.488 -0.183  0.1410
117 H -4.995 -1.800 -2.147  0.0495
118 H -6.438 -1.532 -3.126  0.0704
119 H -6.089 -3.153 -2.578  0.0542
120 H -6.994 -0.507 0.255  0.0240
121 C -0.490 -4.611 -5.440  -0.1028
122 O -1.575 -3.929 -6.075  -0.1786
123 C -2.335 -3.118 -5.203  -0.2271
124 C -1.688 -1.919 -4.598  -0.2149
125 N -1.149 -0.966 -5.562  -0.0151
126 C -0.510 0.201 -4.977  -0.1941
127 C 0.636 -0.237 -4.102  -0.2012
128 O 1.615 -0.997 -4.818  -0.1871
129 C 2.235 -0.287 -5.846  -0.1109
130 H 0.369 -4.004 -5.134  0.0752
131 H -0.161 -5.517 -6.012  0.0961
132 H -0.929 -5.028 -4.485  0.0837
133 H -2.710 -3.741 -4.400  0.1134
134 H -3.159 -2.846 -5.824  0.1195
135 H -0.843 -2.329 -3.989  0.1106
136 H -2.363 -1.477 -3.919  0.1014
137 H -0.467 -1.518 -6.063  0.1039
138 H -1.211 0.712 -4.393  0.0713
139 H -0.210 0.905 -5.708  0.0978
140 H 0.313 -0.877 -3.315  0.0860
141 H 1.142 0.612 -3.618  0.1098
142 H 3.012 0.363 -5.415  0.0617
143 H 1.647 0.379 -6.523  0.1026
144 H 2.744 -1.043 -6.391  0.0795
145 C 5.329 -7.836 -4.441  -0.1256
146 O 5.404 -6.563 -3.864  -0.1706
147 C 5.197 -6.663 -2.480  -0.2304
148 C 3.782 -7.064 -2.008  -0.2344
149 N 2.732 -6.338 -2.639  -0.0769
150 C 1.353 -6.677 -2.229  -0.1576
151 C 0.957 -8.094 -2.649  -0.2439
152 O -0.249 -8.302 -2.009  -0.2297
153 C -0.757 -9.654 -2.120  -0.0652
154 H 5.557 -7.817 -5.507  0.0876
155 H 4.368 -8.347 -4.284  0.0835
156 H 6.159 -8.460 -4.017  0.1021
157 H 5.499 -5.702 -2.066  0.1076
158 H 5.900 -7.365 -1.960  0.1314
159 H 3.775 -6.881 -0.912  0.1228
160 H 3.679 -8.176 -2.082  0.1107
161 H 2.889 -6.268 -3.685  0.1533
162 H 0.620 -6.019 -2.591  0.0905
163 H 1.363 -6.582 -1.134  0.1120
164 H 1.751 -8.784 -2.285  0.1142
165 H 0.934 -8.216 -3.813  0.1567
166 H -1.045 -9.827 -3.175  0.0976
167 H -1.654 -9.756 -1.495  0.0760
168 H 0.004 -10.393 -1.814  0.0943
169 C 3.853 1.737 -2.904  -0.1584
170 O 4.859 2.556 -2.460  -0.1704
171 C 6.147 1.968 -2.679  -0.1937
172 C 6.609 1.112 -1.521  -0.1922
173 N 6.956 1.868 -0.302  -0.0593
174 C 7.356 1.123 0.843  -0.2283
175 C 6.219 0.767 1.712  -0.2247
176 O 5.542 1.903 2.223  -0.2169
177 C 6.047 2.353 3.436  -0.1132
178 H 2.940 2.327 -2.952  0.0680
179 H 3.616 0.904 -2.215  0.0722
180 H 3.991 1.313 -3.974  0.0925
181 H 6.823 2.817 -2.762  0.1267
182 H 6.157 1.325 -3.535  0.1088
183 H 7.506 0.603 -1.809  0.1102
184 H 5.801 0.356 -1.269  0.1262
185 H 6.187 2.438 0.014  0.0894
186 H 8.050 1.769 1.413  0.1251
187 H 7.838 0.283 0.431  0.1087
188 H 6.554 0.109 2.458  0.1052
189 H 5.454 0.247 1.134  0.1194
190 H 5.828 1.539 4.231  0.1120
191 H 5.370 3.158 3.773  0.0926
192 H 7.114 2.584 3.394  0.0852
193 C -3.794 -3.211 2.675  -0.0650
194 O -4.817 -2.224 2.593  -0.1806
195 C -4.424 -0.980 2.092  -0.2505
196 C -5.521 -0.016 2.405  -0.1905
197 N -6.859 -0.477 2.030  -0.0665
198 C -7.921 0.366 2.612  -0.1719
199 C -9.197 -0.474 2.702  -0.2430
200 O -8.956 -1.571 3.529  -0.2077
201 C -9.952 -2.553 3.606  -0.0968
202 H -4.312 -4.096 3.112  0.1052
203 H -3.025 -2.931 3.372  0.0772
204 H -3.497 -3.533 1.740  0.0449
205 H -4.240 -1.032 1.023  0.0953
206 H -3.436 -0.579 2.490  0.1303
207 H -5.304 0.983 1.986  0.1220
208 H -5.504 0.077 3.524  0.1308
209 H -6.947 -1.449 2.308  0.1135
210 H -8.118 1.240 2.024  0.1090
211 H -7.666 0.745 3.672  0.1403
212 H -9.449 -0.803 1.690  0.1081
213 H -10.123 0.090 3.046  0.1414
214 H -10.867 -2.141 4.069  0.0910
215 H -9.551 -3.313 4.246  0.0833
216 H -10.195 -2.851 2.573  0.0911
217 C -0.538 8.762 4.512  -0.0794
218 O -1.291 7.537 4.321  -0.2319
219 C -2.015 7.197 5.455  -0.2637
220 C -2.957 6.144 5.065  -0.2619
221 N -3.852 6.508 4.048  -0.0717
222 C -4.826 5.578 3.600  -0.2080
223 C -4.210 4.307 2.960  -0.1716
224 O -3.219 4.770 1.981  -0.2210
225 C -2.690 3.646 1.263  -0.1006
226 H 0.012 8.987 3.560  0.0926
227 H 0.170 8.690 5.380  0.1038
228 H -1.281 9.539 4.644  0.0813
229 H -2.444 8.111 5.896  0.1312
230 H -1.407 6.681 6.221  0.1329
231 H -3.536 5.837 5.928  0.1304
232 H -2.333 5.281 4.707  0.1130
233 H -3.205 6.781 3.272  0.1206
234 H -5.549 6.149 2.959  0.1274
235 H -5.457 5.174 4.411  0.1184
236 H -4.776 3.533 2.349  0.1216
237 H -3.686 3.704 3.701  0.1072
238 H -3.403 3.343 0.538  0.0749
239 H -2.426 2.811 1.900  0.0777
240 H -1.819 3.951 0.721  0.0654
241 C 3.756 6.902 0.299  -0.0661
242 O 2.629 6.123 -0.079  -0.2364
243 C 2.035 6.551 -1.275  -0.2193
244 C 0.834 7.440 -1.191  -0.1911
245 N -0.280 6.695 -0.636  -0.0454
246 C -1.526 7.508 -0.403  -0.1566
247 C -1.538 8.483 0.804  -0.2050
248 O -0.664 9.570 0.636  -0.2037
249 C -0.967 10.476 -0.425  -0.0946
250 H 4.202 6.454 1.180  0.0854
251 H 3.376 7.912 0.642  0.1078
252 H 4.402 7.087 -0.578  0.0950
253 H 1.728 5.592 -1.786  0.1275
254 H 2.855 6.860 -1.937  0.1243
255 H 0.562 7.746 -2.228  0.1305
256 H 0.976 8.321 -0.568  0.1110
257 H -0.015 6.257 0.257  0.0932
258 H -2.397 6.840 -0.252  0.1197
259 H -1.798 8.019 -1.312  0.0911
260 H -1.422 7.976 1.793  0.1206
261 H -2.555 8.861 0.822  0.1111
262 H -0.745 11.469 -0.100  0.0769
263 H -2.034 10.348 -0.692  0.0962
264 H -0.436 10.355 -1.367  0.0772
265 C -1.002 -3.543 -0.867  -0.0783
266 O -0.876 -2.147 -0.941  -0.2012
267 C -2.035 -1.495 -0.578  -0.2701
268 C -1.942 -0.054 -1.004  -0.1666
269 N -0.779 0.592 -0.364  -0.0314
270 C -0.391 1.817 -0.961  -0.2168
271 C 0.649 2.560 -0.144  -0.1422
272 O 1.954 1.880 -0.123  -0.1982
273 C 2.968 2.412 0.671  -0.1127
274 H -0.038 -4.019 -0.851  0.0720
275 H -1.758 -3.846 -1.608  0.0895
276 H -1.434 -3.824 0.128  0.0909
277 H -2.299 -1.570 0.510  0.1091
278 H -2.912 -1.990 -1.076  0.1194
279 H -2.918 0.460 -0.817  0.1345
280 H -1.868 -0.080 -2.125  0.1080
281 H 0.049 0.007 -0.439  0.1059
282 H -1.240 2.515 -1.076  0.1118
283 H 0.027 1.570 -1.935  0.1069
284 H 0.289 2.619 0.869  0.0899
285 H 0.876 3.578 -0.530  0.1193
286 H 2.977 1.966 1.687  0.0727
287 H 2.973 3.486 0.667  0.0747
288 H 3.963 2.092 0.236  0.0856

Summary:
- HOMO energy (eV) = -8.31
- total charge = 0
- total energy (a.u.) = -5042.85305
- ΔE to the lowest compared entry with this formula, charge and spin (eV) = 0.000
- lowest unoccupied orbital energy (Ha) = 0.021